Molecular formula: C37H55BN8O2S2Sn
Method: DFT, wB97M-V/def2-TZVPD

Each line ends with the Löwdin charge.
Geometry (Å):
Sn (0.067, 0.383, -0.055)  1.445
C (-3.647, 1.022, 2.859)  -0.046
C (-3.256, 0.766, 1.406)  -0.374
C (-4.388, 1.150, 0.448)  -0.044
C (-2.842, -0.655, 1.181)  -0.245
C (-3.434, -1.820, 1.660)  0.050
C (-2.656, -2.869, 1.197)  -0.188
C (-2.816, -4.288, 1.681)  -0.333
C (-1.599, -4.658, 2.544)  -0.039
C (-3.122, -5.360, 0.633)  -0.055
N (-1.658, -2.342, 0.457)  0.053
N (-1.769, -0.985, 0.454)  0.007
B (-0.547, -3.055, -0.356)  -0.528
N (-0.458, -2.462, -1.785)  0.045
N (0.222, -1.305, -1.926)  -0.014
C (0.334, -1.046, -3.224)  -0.303
C (-0.335, -2.040, -3.946)  0.041
C (-0.836, -2.923, -2.999)  -0.197
C (-1.794, -4.045, -3.300)  -0.338
C (-3.150, -3.745, -2.647)  -0.040
C (-1.302, -5.461, -2.994)  -0.054
C (1.105, 0.153, -3.694)  -0.402
C (2.603, -0.045, -3.429)  -0.056
C (0.835, 0.452, -5.164)  -0.073
N (0.812, -2.862, 0.370)  0.045
N (1.154, -1.651, 0.891)  0.017
C (2.340, -1.788, 1.484)  -0.264
C (2.783, -3.103, 1.317)  0.032
C (1.803, -3.754, 0.593)  -0.197
C (1.964, -5.154, 0.059)  -0.337
C (0.927, -6.178, 0.526)  -0.057
C (2.085, -5.127, -1.470)  -0.039
C (3.114, -0.749, 2.250)  -0.367
C (2.878, -0.941, 3.755)  -0.058
C (2.846, 0.695, 1.845)  -0.098
H (-3.813, 2.090, 3.012)  0.084
H (-2.852, 0.704, 3.536)  0.088
H (-4.566, 0.495, 3.124)  0.077
H (-2.391, 1.384, 1.181)  0.060
H (-5.288, 0.570, 0.667)  0.084
H (-4.095, 0.952, -0.583)  0.056
H (-4.623, 2.212, 0.545)  0.084
H (-4.301, -1.900, 2.295)  0.119
H (-3.688, -4.246, 2.337)  0.131
H (-0.678, -4.526, 1.979)  0.049
H (-1.665, -5.695, 2.877)  0.084
H (-1.549, -4.012, 3.422)  0.089
H (-2.296, -5.499, -0.060)  0.039
H (-4.013, -5.104, 0.060)  0.081
H (-3.303, -6.311, 1.137)  0.083
H (-0.802, -4.207, -0.420)  0.092
H (-0.452, -2.121, -5.014)  0.110
H (-1.938, -4.004, -4.383)  0.132
H (-3.049, -3.636, -1.569)  0.053
H (-3.860, -4.549, -2.853)  0.083
H (-3.557, -2.812, -3.041)  0.087
H (-1.137, -5.622, -1.930)  0.042
H (-0.369, -5.666, -3.520)  0.081
H (-2.047, -6.184, -3.332)  0.082
H (0.770, 1.007, -3.098)  0.090
H (2.969, -0.927, -3.959)  0.086
H (2.780, -0.187, -2.362)  0.066
H (3.169, 0.826, -3.766)  0.078
H (1.145, -0.390, -5.787)  0.082
H (1.391, 1.335, -5.481)  0.080
H (-0.228, 0.634, -5.335)  0.067
H (3.712, -3.522, 1.668)  0.118
H (2.925, -5.481, 0.462)  0.131
H (-0.060, -5.970, 0.115)  0.042
H (0.852, -6.195, 1.614)  0.080
H (1.230, -7.171, 0.189)  0.083
H (1.228, -4.621, -1.912)  0.054
H (2.135, -6.144, -1.863)  0.083
H (2.985, -4.591, -1.774)  0.087
H (4.167, -0.969, 2.050)  0.136
H (1.833, -0.739, 3.998)  0.086
H (3.511, -0.261, 4.327)  0.078
H (3.114, -1.963, 4.055)  0.076
H (1.836, 1.000, 2.123)  0.031
H (2.975, 0.830, 0.769)  0.058
H (3.543, 1.361, 2.355)  0.087
O (-2.482, 5.525, 1.649)  0.043
C (-1.790, 5.127, 2.726)  -0.274
C (-1.865, 5.918, 3.874)  -0.019
C (-1.180, 5.563, 5.018)  -0.089
C (-0.402, 4.409, 5.045)  -0.098
C (-0.326, 3.621, 3.915)  -0.029
C (-1.009, 3.956, 2.744)  -0.076
C (-0.905, 3.037, 1.582)  -0.462
O (-0.246, 1.954, 1.723)  -0.232
N (-1.529, 3.416, 0.478)  0.003
N (-1.460, 2.487, -0.527)  -0.185
C (-2.082, 2.756, -1.603)  -0.923
S (-2.905, 4.286, -1.909)  0.947
C (-3.677, 3.719, -3.460)  -0.518
C (-2.738, 2.745, -4.141)  -0.509
S (-2.182, 1.559, -2.881)  0.914
H (-2.326, 4.851, 0.941)  0.040
H (-2.470, 6.814, 3.835)  0.115
H (-1.247, 6.189, 5.899)  0.101
H (0.139, 4.132, 5.940)  0.096
H (0.266, 2.716, 3.908)  0.108
H (-3.858, 4.597, -4.078)  0.078
H (-4.626, 3.246, -3.211)  0.075
H (-1.868, 3.250, -4.559)  0.079
H (-3.245, 2.176, -4.920)  0.080

Results
- E_HOMO: -7.7 eV
- Orbital gap: 7.99 eV
- Energy: -3067.1230 hartree
- LUMO level: 0.291 eV
- Net charge: 0

=====

Molecular formula: C37H55BaN8O4S3
Method: DFT, wB97M-V/def2-TZVPD

Each line ends with the Löwdin charge.
Geometry (Å):
Ba (-0.379, -0.860, 0.917)  1.391
C (1.822, 1.975, 2.562)  -0.106
N (0.729, 1.376, 3.327)  -0.175
C (-0.376, 2.322, 3.481)  -0.174
C (-1.704, 1.610, 3.706)  -0.175
N (-2.388, 1.329, 2.437)  -0.193
C (-3.529, 0.439, 2.671)  -0.094
C (-2.768, 2.557, 1.766)  -0.297
C (-3.823, 3.308, 2.285)  -0.047
C (-4.241, 4.495, 1.708)  -0.116
C (-3.584, 4.947, 0.569)  -0.127
C (-2.542, 4.212, 0.038)  -0.150
C (-2.090, 3.006, 0.613)  -0.689
S (-0.727, 2.213, -0.135)  0.394
C (1.170, 0.850, 4.602)  -0.292
C (1.833, 1.701, 5.486)  -0.060
C (2.289, 1.276, 6.722)  -0.122
C (2.070, -0.048, 7.088)  -0.124
C (1.412, -0.904, 6.225)  -0.148
C (0.933, -0.495, 4.960)  -0.691
S (0.098, -1.665, 3.982)  0.387
H (2.247, 2.875, 3.032)  0.081
H (1.441, 2.255, 1.576)  0.019
H (2.624, 1.245, 2.441)  0.066
H (-0.447, 2.908, 2.564)  0.088
H (-0.188, 3.024, 4.306)  0.120
H (-2.344, 2.225, 4.358)  0.119
H (-1.522, 0.660, 4.214)  0.087
H (-4.186, 0.786, 3.482)  0.081
H (-3.160, -0.553, 2.944)  0.076
H (-4.124, 0.361, 1.761)  0.081
H (-4.329, 2.954, 3.177)  0.103
H (-5.061, 5.055, 2.142)  0.089
H (-3.888, 5.874, 0.095)  0.095
H (-2.039, 4.550, -0.859)  0.088
H (1.997, 2.734, 5.197)  0.101
H (2.793, 1.967, 7.388)  0.085
H (2.406, -0.411, 8.054)  0.089
H (1.239, -1.934, 6.508)  0.081
C (4.183, -1.130, 2.931)  -0.018
N (4.412, -1.539, 1.546)  -0.125
C (5.787, -1.754, 1.133)  -0.052
C (3.353, -1.782, 0.745)  -0.427
O (2.201, -1.562, 1.101)  -0.177
C (3.640, -2.340, -0.635)  -0.127
O (2.515, -3.088, -1.011)  -0.097
C (2.437, -3.329, -2.399)  -0.116
C (0.974, -3.613, -2.687)  -0.413
O (0.258, -2.657, -2.985)  0.016
N (0.500, -4.867, -2.603)  -0.113
C (-0.947, -5.042, -2.778)  -0.022
C (1.262, -5.992, -2.082)  -0.035
H (3.119, -0.989, 3.090)  0.062
H (4.522, -1.906, 3.621)  0.100
H (4.717, -0.202, 3.146)  0.093
H (6.438, -1.298, 1.874)  0.086
H (5.993, -1.285, 0.171)  0.091
H (6.039, -2.816, 1.073)  0.091
H (4.538, -2.964, -0.647)  0.122
H (3.789, -1.478, -1.298)  0.121
H (3.116, -4.137, -2.688)  0.115
H (2.681, -2.431, -2.972)  0.116
H (-1.495, -4.398, -2.090)  0.065
H (-1.202, -6.078, -2.571)  0.087
H (-1.233, -4.793, -3.801)  0.085
H (2.312, -5.916, -2.353)  0.074
H (0.872, -6.910, -2.518)  0.084
H (1.184, -6.060, -0.994)  0.104
N (1.183, -0.434, -4.128)  0.000
C (1.307, 0.947, -4.609)  -0.285
C (1.965, 1.821, -3.545)  -0.204
C (3.407, 1.392, -3.236)  -0.215
C (3.889, 1.883, -1.877)  -0.285
N (3.313, 1.061, -0.805)  0.029
H (0.657, -0.999, -4.783)  0.054
H (0.644, -0.454, -3.270)  0.059
H (0.344, 1.386, -4.890)  0.103
H (1.937, 0.936, -5.504)  0.105
H (1.345, 1.774, -2.641)  0.083
H (1.957, 2.861, -3.879)  0.111
H (4.072, 1.773, -4.017)  0.107
H (3.458, 0.301, -3.251)  0.089
H (3.638, 2.947, -1.779)  0.109
H (4.976, 1.796, -1.815)  0.100
H (2.302, 1.074, -0.885)  0.047
H (3.519, 1.468, 0.100)  0.063
C (-3.794, -2.323, -0.105)  -0.156
C (-2.354, -2.775, 0.190)  -0.554
O (-2.139, -3.990, 0.046)  -0.190
H (-4.461, -3.170, -0.322)  0.054
H (-3.759, -1.648, -0.967)  0.027
H (-4.183, -1.751, 0.746)  0.030
N (-2.404, -1.785, -4.559)  0.105
C (-3.052, -0.668, -4.150)  -0.676
N (-3.073, -0.194, -2.956)  0.112
C (-3.928, 0.894, -2.862)  -0.306
C (-4.191, 1.608, -1.699)  -0.007
C (-5.083, 2.666, -1.743)  -0.077
C (-5.712, 3.031, -2.933)  -0.102
C (-5.453, 2.338, -4.108)  -0.113
C (-4.568, 1.273, -4.053)  -0.494
S (-4.068, 0.203, -5.337)  1.019
H (-1.733, -2.209, -3.928)  0.068
H (-2.293, -1.943, -5.542)  0.081
H (-3.683, 1.338, -0.782)  0.092
H (-5.282, 3.230, -0.839)  0.093
H (-6.409, 3.861, -2.948)  0.095
H (-5.918, 2.622, -5.044)  0.098

Results
- E_HOMO: -3.2 eV
- Orbital gap: 5.25 eV
- Energy: -3402.0875 hartree
- LUMO level: 2.047 eV
- Net charge: -1